Formula: C20H12CoF5N9SSi
Source: OMol25
Level of theory: ωB97M-V/def2-TZVPD

```
49
Properties=species:S:1:pos:R:3:mulliken_charge:R:1
Co -1.665 0.507 -0.399 -0.774
F 1.369 6.102 0.933 -0.324
C 0.495 5.093 1.021 0.748
C 0.425 4.137 0.025 -0.281
F 1.222 4.213 -1.039 -0.347
C -0.494 3.120 0.163 0.170
F -0.581 2.198 -0.844 -0.116
C -1.353 2.968 1.237 0.283
S -2.448 1.613 1.336 -0.324
C -1.258 3.959 2.213 0.321
F -2.047 3.911 3.291 -0.351
C -0.355 5.000 2.112 0.139
F -0.287 5.927 3.073 -0.307
N -2.696 -2.057 -2.224 -0.087
C -3.058 -1.997 -0.904 0.522
N -3.737 -2.931 -0.272 -0.528
N -3.812 -2.489 1.000 -0.673
N -3.221 -1.360 1.133 -0.245
N -2.734 -0.993 -0.083 0.670
C -1.764 -1.215 -2.771 0.636
N -1.239 -1.363 -3.972 -0.512
N -0.375 -0.333 -4.085 -0.857
N -0.379 0.389 -3.023 -0.278
N -1.273 -0.142 -2.149 0.737
H -2.950 -2.880 -2.742 0.253
C 0.383 -5.026 -0.509 -0.484
C 0.667 -4.013 -1.416 -0.684
C 0.515 -2.686 -1.043 -0.014
C 0.075 -2.345 0.239 0.308
C -0.201 -3.375 1.139 -0.382
C -0.049 -4.705 0.769 -0.526
Si -0.147 -0.563 0.770 1.332
C 1.483 0.373 0.625 0.370
C 2.052 0.733 -0.600 0.026
C 3.275 1.389 -0.651 -0.810
C 3.950 1.703 0.520 -0.408
C 3.397 1.361 1.746 -0.610
C 2.174 0.705 1.794 -0.494
H 0.490 -6.063 -0.802 0.370
H 1.000 -4.253 -2.418 0.413
H 0.746 -1.910 -1.765 0.102
H -0.565 -3.136 2.131 0.348
H -0.284 -5.491 1.477 0.380
H -0.528 -0.553 2.199 -0.424
H 1.529 0.529 -1.527 0.183
H 3.693 1.666 -1.611 0.418
H 4.901 2.220 0.478 0.375
H 3.914 1.609 2.666 0.400
H 1.746 0.451 2.758 0.335
```

**Charge**: -1
**Energy relative to the best compared isomer or geometry (same formula, charge and spin)**: 0.00 kJ/mol
**LUMO**: 0.08969 Ha